A structure of composition C32H22BrCoF5N5O2S3. Source: OMol25; level of theory: ωB97M-V/def2-TZVPD.

Summary:
Largest force on an atom in eV Å⁻¹: 1.00
HOMO-LUMO gap (spin up / spin down) in eV: 6.0 / 4.8
E_LUMO (spin up / spin down) in eV: -0.33 / -2.36
Charge: 0
2S+1: 5
Electronic energy in eV: -198845.439

Each line ends with the Mulliken charge.
Element x y z (Å)
C  3.7857  -2.2195  2.4353  -0.7608
C  -4.0185  2.1325  -8.1624  -0.4231
C  0.1054  -5.2102  0.7594  0.0319
C  -0.4813  0.3748  2.4076  -1.2699
H  0.7980  -1.2763  3.7214  0.4440
H  1.6083  -2.8977  -1.1662  0.5242
H  -4.8284  2.6416  -8.6700  0.3753
H  -4.8026  2.4935  -6.1942  0.3567
H  5.9274  0.8213  -3.3646  0.4209
C  0.3751  0.0199  -6.4768  0.1269
N  -0.0897  -2.5683  -0.0448  1.0136
H  5.4366  2.3318  -5.2676  0.3910
S  -0.5193  -2.2276  -3.0546  -0.3594
C  1.4484  0.7350  -2.1201  0.1607
H  -1.0810  -0.4348  2.8319  0.4156
H  3.1348  3.1476  -5.6239  0.4131
F  -5.2089  -1.2206  -1.4811  -0.2021
N  -0.9442  0.0700  -6.1680  0.7583
C  -2.9919  1.5516  -8.8914  -0.6645
C  0.1203  1.2166  -2.4568  0.7599
Br  0.2373  -7.0023  1.3055  -0.1422
Co  -0.4181  -0.7817  -0.8403  -0.2736
H  -2.9622  1.2916  -5.0491  0.5181
C  -1.9543  0.8020  -6.8682  0.2390
C  -0.0798  2.1518  -3.4974  -0.8249
F  -5.7003  0.6589  -0.4900  -0.2404
H  -1.6850  -4.8081  1.8924  0.4876
O  -0.8599  0.7499  -1.7560  -0.2174
C  1.5920  -1.3825  2.9951  -0.4201
C  0.9049  -3.3491  -0.4805  -0.2392
C  1.4673  -0.8230  1.7391  0.8605
H  -1.1628  0.4278  -8.8230  0.3737
C  -0.9811  -3.1099  0.7955  -0.3498
C  -0.9318  -4.4195  1.2225  -0.7615
H  -1.7689  -2.4595  1.1547  0.3468
C  0.9820  2.5614  -4.2271  -0.9158
C  -0.4142  -1.2632  -4.4783  0.1951
H  4.4837  -1.7240  0.4657  0.4497
C  1.0427  -4.6730  -0.0998  -0.8344
C  2.5809  1.2061  -2.8773  0.9565
H  4.6775  -2.7710  2.7042  0.3980
F  -5.0203  -1.0470  0.6787  -0.2301
H  -2.9950  1.6078  -9.9729  0.3693
C  2.7399  -2.0939  3.3440  -0.7802
C  -4.0056  2.0465  -6.7764  -0.7675
C  2.5120  -0.9653  0.7692  -0.2710
C  3.6794  -1.6485  1.1871  -0.2108
H  1.8618  -5.2627  -0.4856  0.4885
C  -4.8950  -0.3999  -0.4901  0.9701
N  1.3783  -0.1540  -1.0974  0.6530
H  2.8143  -2.5308  4.3313  0.4250
C  3.3603  2.4863  -4.7965  -0.8290
N  -1.3861  -0.6292  -5.0496  -0.7493
F  -3.1124  1.0504  0.1919  -0.2051
C  3.9111  0.7726  -2.6781  -0.6046
H  -1.1331  1.1103  1.9471  0.2133
S  1.2249  0.8306  -7.6564  -0.3141
H  -1.0877  2.4918  -3.6997  0.3950
C  4.9154  1.1703  -3.5285  -0.7323
C  2.3150  2.0947  -3.9526  1.0914
H  0.8418  3.2416  -5.0584  0.3819
C  4.6419  2.0284  -4.5971  -0.6096
C  -3.4453  0.0767  -0.6345  0.0109
C  -2.9770  1.3820  -6.1266  -0.0340
S  1.1111  -1.0249  -5.3160  -0.0919
H  0.1006  0.8469  3.1995  0.4951
C  -1.9572  0.8822  -8.2523  -0.4783
O  0.3725  -0.1011  1.3707  -0.1737
N  2.5488  -0.5100  -0.5009  -0.8526
F  -2.5744  -0.9519  -0.5912  -0.2974
H  4.1207  0.1145  -1.8536  0.6202

***

A structure of composition C2H3N4 at a distorted geometry. Source: OMol25; level of theory: ωB97M-V/def2-TZVPD.

Summary:
Largest force on an atom in eV Å⁻¹: 6.92
HOMO-LUMO gap (spin up / spin down) in eV: 7.5 / 7.4
E_LUMO (spin up / spin down) in eV: -10.06 / -10.06
Charge: +1
Energy relative to the best compared isomer or geometry (same formula, charge and spin) in kcal/mol: 108.83
Electronic energy in eV: -8066.868

Each line ends with the Mulliken charge.
Element x y z (Å)
N  2.0829  -0.2276  0.7481  0.0147
C  -1.1096  0.4877  -0.5569  -0.6002
N  1.1531  0.5709  0.1243  -0.1121
H  -2.0640  -0.0592  -0.4991  0.3432
H  -0.8707  0.3597  -1.6237  0.3276
C  0.4711  -1.2369  0.7640  0.4567
N  1.6727  -1.3262  1.1258  -0.1022
H  -1.3453  1.5045  -0.1644  0.2915
N  0.0100  -0.0728  0.0819  0.3809

***

A cluster of 9 separate species, C4H25O9 in total at a distorted geometry. Source: OMol25; level of theory: ωB97M-V/def2-TZVPD.

Summary:
Largest force on an atom in eV Å⁻¹: 1.59
HOMO-LUMO gap in eV: 7.5
E_LUMO in eV: 2.39
Charge: -1
Energy relative to the best compared isomer or geometry (same formula, charge and spin) in kcal/mol: 0.00
Electronic energy in eV: -22981.992

Each line ends with the Mulliken charge.
Element x y z (Å)
O  -0.0027  -1.5825  -3.1072  -0.6998
O  -1.5613  0.9912  -2.7770  -0.5753
C  1.4582  3.8390  -0.7287  -0.7197
O  0.1612  -1.4774  -0.2738  -0.6423
H  1.5061  -2.7287  0.5312  0.2671
H  -0.2302  -4.2679  -0.2513  0.3543
O  1.7331  2.4926  -0.4825  -0.9332
H  -0.1981  -4.3268  1.4344  0.4364
H  2.3000  0.7958  -1.2357  0.3927
H  1.3394  2.4921  1.2013  0.3824
H  -1.5270  -3.4584  0.5826  0.2021
H  -0.6528  1.8148  2.5036  0.4181
H  0.1476  -1.6160  -2.1370  0.4274
H  0.3807  4.0611  -0.6368  0.2297
H  0.1116  1.7000  -0.3620  0.3173
H  -0.8173  -1.0827  -3.1913  0.2830
H  1.2785  -1.2032  2.3173  0.3243
H  -3.2626  -1.9859  -0.5974  0.2929
O  0.9535  2.5419  2.1240  -0.7107
O  -2.9703  -1.2573  -0.0429  -0.7187
H  0.2270  -2.5911  2.8996  0.3958
H  1.7677  4.1246  -1.7492  0.2383
H  -0.2938  0.1425  -0.0208  0.2082
O  -1.4315  1.2772  2.7537  -0.6141
H  -0.4650  -1.1811  2.1795  0.2100
C  -0.4531  -3.6372  0.6182  -1.4531
H  -2.4099  0.9089  -3.2226  0.2508
O  -0.6547  1.0595  -0.2716  -0.2530
C  0.4627  -2.4201  0.7090  0.4789
C  0.4124  -1.8382  2.1316  -1.2057
H  -0.9525  1.3419  -3.4379  0.2789
H  -1.2457  0.9888  3.6506  0.2609
H  1.8228  -0.6541  -1.0762  0.3878
H  -1.1528  1.0039  -1.1216  0.5063
H  2.0180  4.5031  -0.0491  0.2314
O  2.4892  -0.1112  -1.5301  -0.7520
H  -2.0006  -1.3481  -0.0266  0.2528
H  1.7122  2.6893  2.6930  0.2501